The following is a quantum chemistry calculation of C57H71BrN6OPS3Ti as an isolated structure at a distorted geometry, from the OMol25 dataset.

Output
Energy above the lowest of the compared OMol25 structures with the same formula, charge and spin (kcal per mole): 44.0
Total charge: -1
Electronic energy (eV): -206207.066
LUMO (alpha / beta) (eV): 1.938 / 1.953
HOMO (alpha / beta) (eV): -4.5 / -4.5

Last column: Löwdin charge in e.
Atoms and positions in Å:
1 Br 1.88049 1.19590 1.45272  0.949
2 Ti -0.73844 1.39868 0.59539  0.874
3 S 7.66465 0.09345 -4.43621  0.535
4 S 5.50468 -0.17001 -2.43891  0.923
5 S 2.65574 0.48690 -1.63817  0.495
6 P -0.83666 -0.70922 -1.57170  1.130
7 O -0.81651 0.00057 1.77858  -0.249
8 N 3.91763 1.21993 -3.87711  -0.027
9 N -2.59181 1.80536 0.40138  -0.145
10 N 5.11928 1.14640 -4.56238  -0.137
11 N -0.53660 2.68466 -0.85833  -0.062
12 N -1.00649 2.72769 2.08689  -0.040
13 N -2.85664 2.75236 -0.54436  0.061
14 C -0.86373 4.27677 -3.13750  -0.080
15 C -4.62089 0.68798 -2.62753  -0.185
16 C -2.84519 -0.44631 4.44605  -0.024
17 C 0.16379 -1.95316 -5.92508  -0.204
18 C 6.10013 2.49875 -7.91186  -0.097
19 C -1.98923 -1.64524 4.02128  -0.514
20 C 0.99810 -3.32325 1.14404  -0.165
21 C -5.45137 -0.47827 -2.06258  -0.201
22 C -0.53617 -1.15893 3.89833  -0.076
23 C 1.82854 4.97972 2.75508  -0.092
24 C -3.20505 2.05056 1.65381  -0.234
25 C 2.14735 4.67369 4.07174  -0.106
26 C 0.00575 3.38413 2.79936  -0.331
27 C 0.53291 3.15709 -1.54838  -0.179
28 C 3.91328 0.60310 -2.74286  -1.149
29 C -2.79297 3.10331 3.78563  -0.030
30 C 0.28282 -4.64550 0.80439  -0.191
31 C -0.41417 -1.28045 -3.31736  -0.413
32 C 6.11183 0.43091 -3.95876  -1.106
33 C -0.01986 -4.73616 -0.68860  -0.200
34 C 6.22118 1.89913 -6.66616  -0.050
35 C -1.00510 -3.63355 -1.09047  -0.203
36 C 3.78902 2.93269 -7.50955  -0.096
37 C 1.93151 -0.99888 7.45136  -0.047
38 C -0.20064 -0.08337 -4.27357  -0.201
39 C -2.28450 2.62266 2.57149  -0.239
40 C -2.13416 -2.74270 5.08216  -0.067
41 C 0.33583 3.08267 4.12459  -0.056
42 C 0.42115 3.93209 -2.66770  -0.085
43 C 2.11012 -0.18676 3.93310  -0.063
44 C -1.80582 3.05717 -1.29160  -0.381
45 C 2.58292 -1.41332 6.12290  -0.557
46 C 5.10557 1.78893 -5.83539  -0.172
47 C 3.89087 2.34236 -6.26371  -0.029
48 C -4.13405 2.93409 4.09443  -0.107
49 C 1.39867 3.71964 4.74533  -0.090
50 C 1.23698 0.11756 2.91037  -0.476
51 C -0.08802 -0.33083 2.82679  -0.351
52 C 0.36403 -1.45753 4.90871  0.013
53 C 0.77278 4.34379 2.12730  -0.055
54 C -2.54334 -2.21698 2.70623  -0.031
55 C 0.83164 -2.28003 0.03271  -0.229
56 C -4.86787 -1.80823 -2.53338  -0.196
57 C -4.53583 1.88878 1.97153  -0.030
58 C -5.00296 2.30646 3.21378  -0.115
59 C 0.79198 -2.21047 -3.47528  -0.206
60 C 0.71516 -2.90167 -4.84679  -0.183
61 C 2.76997 -2.93779 6.09128  -0.044
62 C 3.96163 -0.75458 6.04355  -0.066
63 C 0.51650 -0.51257 -5.56807  -0.194
64 C 1.68065 -0.99974 4.96443  -0.171
65 C -3.46230 -2.03475 -1.94368  -0.197
66 C -0.60307 -2.25192 -0.51885  -0.411
67 C -1.96692 3.84746 -2.45560  -0.034
68 C -2.71811 -0.70280 -1.74541  -0.432
69 C 4.88782 2.99966 -8.35295  -0.114
70 C -3.16454 0.25819 -2.85645  -0.219
71 H -5.20934 1.45150 1.24419  0.107
72 H 4.49314 -1.05678 5.13974  0.087
73 H -3.55238 -2.60181 2.87149  0.088
74 H 2.58222 -1.25782 8.28975  0.082
75 H 0.52217 4.56689 1.09690  0.107
76 H 4.80307 3.44059 -9.33839  0.093
77 H -3.55555 -2.54019 -0.97967  0.103
78 H -1.46587 -3.58327 4.88079  0.091
79 H 1.31421 4.25841 -3.18069  0.099
80 H 0.39468 0.68031 -3.76596  0.083
81 H 1.70246 -1.62094 -3.40314  0.084
82 H 1.50574 2.88947 -1.16360  0.043
83 H -2.48316 -0.02712 5.38767  0.095
84 H -3.03893 -0.27630 -0.79218  0.077
85 H 2.40399 5.72228 2.21585  0.101
86 H -6.49222 -0.38859 -2.38188  0.102
87 H -2.13939 3.62535 4.47130  0.100
88 H 0.84157 -2.97208 -2.70150  0.073
89 H -0.92513 -2.04682 -5.99235  0.107
90 H -0.97498 4.88495 -4.02595  0.100
91 H -5.44508 -0.45309 -0.96848  0.104
92 H 0.91051 -4.65313 -1.25712  0.108
93 H 1.08176 -1.29571 0.42107  0.037
94 H -5.05028 1.02760 -3.57532  0.107
95 H -2.91346 -2.70118 -2.61295  0.090
96 H -1.94193 -2.36286 6.08736  0.079
97 H 0.57077 -2.21855 -6.90334  0.103
98 H 3.25366 -3.23764 5.16005  0.090
99 H -2.97138 4.08593 -2.77468  0.108
100 H -1.09905 -3.61518 -2.17739  0.084
101 H 2.83945 3.34973 -7.82150  0.098
102 H 3.87692 0.33373 6.05156  0.086
103 H -3.15966 -3.11455 5.06735  0.083
104 H 1.75695 0.07854 7.46382  0.088
105 H -4.50158 3.30019 5.04575  0.097
106 H 0.07820 -3.78997 -4.77798  0.104
107 H 3.04094 2.29583 -5.60356  0.091
108 H 6.97609 2.57585 -8.54386  0.098
109 H -4.63619 1.53061 -1.93646  0.086
110 H -1.30274 -1.83849 -3.63639  0.095
111 H 0.23689 0.15898 -6.38315  0.106
112 H 0.97277 -1.49605 7.59967  0.075
113 H 2.97819 5.16470 4.56220  0.093
114 H 0.60965 -2.92074 2.08312  0.091
115 H 1.59666 -0.43278 -5.44377  0.104
116 H -0.66532 -4.71136 1.34895  0.096
117 H -1.25190 -2.02764 0.33212  0.072
118 H -3.88926 -0.74182 4.57435  0.092
119 H 0.02537 -2.09505 5.71306  0.091
120 H 1.81131 -3.45401 6.15241  0.077
121 H 2.06649 -3.50058 1.29162  0.112
122 H -1.15908 0.36278 -4.54007  0.089
123 H -3.08268 -0.25263 -3.82021  0.106
124 H -1.98514 -3.90696 -0.69271  0.099
125 H 1.54624 -2.47206 -0.76631  0.094
126 H 1.71568 -3.24053 -5.12730  0.109
127 H -0.21671 2.31158 4.64886  0.116
128 H 3.11264 0.21437 3.89187  0.102
129 H 4.55955 -1.05694 6.90491  0.083
130 H -6.04408 2.17104 3.47692  0.091
131 H -4.81782 -1.79458 -3.62600  0.109
132 H -2.51807 1.13363 -2.90029  0.082
133 H -2.60127 -1.45057 1.94097  0.067
134 H 1.65077 3.46254 5.76773  0.098
135 H 3.39129 -3.26500 6.92850  0.082
136 H -0.45763 -5.70956 -0.92515  0.108
137 H -1.91466 -3.03752 2.35041  0.075
138 H -5.52237 -2.63705 -2.25235  0.105
139 H -2.80671 0.32906 3.68754  0.059
140 H 7.17482 1.51985 -6.35211  0.014
141 H 0.89023 -5.49709 1.11949  0.102

Forces on the atoms, in the same order (eV/Å):
0.1 -0.4 0.3
-1.0 0.1 0.5
0.3 -0.1 -0.1
-0.5 0.4 -0.4
-0.3 -0.2 0.3
-0.8 -1.2 -0.1
-0.2 -1.2 0.6
-0.4 0.3 -0.2
1.6 -0.4 0.4
0.3 -0.4 0.4
-0.1 1.0 -1.7
0.5 -0.1 0.0
-0.6 0.5 -1.6
-0.7 -0.2 0.3
0.0 -0.1 0.0
0.0 -0.1 0.0
0.1 0.0 0.0
-0.1 0.0 0.0
-0.1 0.0 -0.1
0.0 0.0 -0.1
0.0 0.0 -0.1
-0.2 0.2 -0.3
0.0 0.0 0.0
0.2 0.3 0.4
0.0 0.0 0.0
0.2 0.4 0.2
0.2 0.4 -0.5
1.0 -0.2 -0.3
0.2 0.0 0.0
0.1 0.0 -0.1
0.3 0.4 0.2
-0.3 0.1 0.0
-0.1 0.0 0.1
0.0 0.0 0.1
0.1 -0.1 0.0
0.0 0.0 0.0
0.0 0.0 -0.1
0.0 0.0 -0.1
-0.7 0.2 0.1
0.0 0.1 0.0
-0.1 -0.1 -0.1
0.5 -0.2 0.4
0.1 0.1 -0.1
-0.8 -0.1 1.5
0.0 0.0 0.1
-0.1 0.1 -0.1
0.0 -0.1 0.1
0.1 0.0 0.0
0.0 0.0 0.1
-0.3 0.2 -0.3
0.6 -0.5 0.9
0.1 0.0 0.1
-0.2 -0.1 0.1
0.1 0.0 0.1
-0.1 0.0 0.1
-0.1 0.1 0.2
-0.1 0.0 -0.1
-0.1 0.0 0.0
-0.1 -0.1 0.0
-0.1 0.1 0.0
0.0 0.1 0.0
-0.1 0.0 0.0
-0.1 0.0 0.0
0.0 0.0 0.0
-0.1 0.1 -0.1
0.2 0.2 -0.1
0.5 0.5 -0.8
0.2 0.1 0.0
0.1 0.0 -0.1
-0.1 0.1 0.2
0.0 0.0 0.0
0.0 0.0 0.0
0.0 0.0 0.0
0.0 0.0 0.0
0.0 0.0 0.0
0.0 0.0 0.0
0.0 0.0 0.0
0.0 0.0 0.0
0.0 0.0 0.0
0.0 0.0 0.0
0.1 0.1 0.1
0.0 -0.1 -0.1
0.0 0.0 0.0
-0.1 0.1 0.0
0.0 0.0 0.0
0.0 0.0 0.1
0.0 -0.1 0.0
0.0 0.0 0.0
0.0 0.0 0.0
0.0 0.0 0.0
0.0 0.0 0.0
0.0 0.0 0.0
0.1 0.0 0.0
0.0 0.0 0.0
0.0 0.0 0.1
0.0 -0.1 0.0
-0.1 0.0 0.0
0.0 0.0 0.0
0.0 0.0 0.1
0.0 0.0 0.1
0.0 0.0 0.0
0.0 0.0 0.0
0.0 0.0 0.0
0.0 0.0 0.0
0.0 0.0 0.0
0.0 0.0 0.0
0.0 0.0 0.0
0.0 0.0 0.0
0.0 0.1 0.0
0.0 0.0 0.0
0.1 0.0 0.0
0.0 0.0 0.0
0.0 0.0 0.0
0.0 0.0 0.0
0.1 0.1 0.0
0.0 0.0 0.0
0.0 0.0 0.0
0.0 0.0 0.0
0.0 0.0 0.0
0.0 0.0 0.0
0.0 0.0 0.0
0.0 0.0 0.1
0.1 0.0 0.0
0.0 0.0 -0.1
0.0 0.1 -0.1
0.0 0.0 0.0
0.0 0.0 0.0
0.0 0.0 0.0
0.0 0.0 0.0
0.0 0.0 0.0
0.0 -0.1 0.0
0.0 0.1 -0.1
0.0 0.0 -0.1
0.0 0.0 0.0
0.0 0.0 0.0
0.0 0.0 -0.1
0.0 0.0 -0.1
0.0 0.0 -0.1
0.0 0.1 0.0
0.1 -0.1 0.1
-0.1 0.0 0.1